Below is 6 unconnected molecules or ions with the total composition C24H36O18 at a distorted geometry, with properties calculated with the ωB97M-V functional and the def2-TZVPD basis.

Computed properties:
Kohn-Sham gap: 11.03 eV
E: -2290.5151 hartree
SMILES string: C[C@H]1COC(=O)O1.C[C@H]1COC(=O)O1.C[C@H]1COC(=O)O1.C[C@H]1COC(=O)O1.C[C@H]1COC(=O)O1.C[C@H]1COC(=O)O1
ΔE to the lowest compared entry with this formula, charge and spin: 119.5 kJ/mol
HOMO level: -0.3941 Eh

```
78
Properties=species:S:1:pos:R:3:forces:R:3:lowdin_charge:R:1
C -1.245 0.919 1.542 -0.31 -0.08 0.44 -0.004
C -0.024 0.482 0.762 -1.17 -0.23 -0.96 -0.269
C -0.143 -0.923 0.139 0.69 0.10 1.49 -0.088
O 0.494 -0.779 -1.126 -0.02 0.01 -0.02 0.027
C 0.575 0.544 -1.438 -0.18 -0.25 0.06 -0.574
O 1.011 0.938 -2.473 0.01 0.15 -0.10 0.150
O 0.087 1.297 -0.443 0.48 -0.04 0.14 0.092
H -2.133 0.319 1.327 0.21 -0.26 -0.02 0.080
H -1.573 1.935 1.321 0.53 0.17 0.03 0.088
H -1.026 0.834 2.607 -0.18 0.08 0.01 0.088
H 0.892 0.544 1.343 0.09 0.29 -0.07 0.135
H -1.157 -1.318 0.086 -0.12 0.24 -0.46 0.127
H 0.426 -1.592 0.791 0.04 -0.23 -0.39 0.123
C 1.272 4.067 -4.480 -0.75 -0.31 -0.16 -0.028
C 2.663 3.531 -4.341 0.66 0.39 0.30 -0.300
C 3.667 3.989 -5.406 -0.34 -0.12 -0.40 -0.104
O 4.849 4.303 -4.686 -0.18 -0.13 0.33 0.057
C 4.538 4.430 -3.356 0.22 -0.20 -0.96 -0.571
O 5.321 4.781 -2.546 0.21 0.22 0.54 0.174
O 3.262 4.095 -3.143 -0.35 -0.11 0.11 0.085
H 0.661 3.437 -5.133 0.25 0.02 -0.20 0.090
H 1.262 5.079 -4.881 0.02 0.07 0.16 0.086
H 0.742 4.024 -3.528 0.22 0.16 0.11 0.088
H 2.678 2.449 -4.211 -0.10 -0.03 0.00 0.144
H 3.329 4.880 -5.942 -0.06 0.03 0.13 0.129
H 3.868 3.217 -6.148 0.15 -0.03 0.11 0.132
C 3.524 -2.702 -0.048 0.59 -0.09 0.70 -0.012
C 4.313 -1.609 -0.732 -0.63 0.55 0.10 -0.309
C 3.976 -0.196 -0.202 0.49 -0.60 0.96 -0.070
O 5.246 0.359 0.170 0.14 -0.02 -0.65 0.069
C 6.227 -0.550 -0.036 -0.25 0.02 0.27 -0.561
O 7.379 -0.364 0.172 0.09 0.03 -0.01 0.169
O 5.706 -1.729 -0.451 0.04 -0.12 -0.53 0.085
H 2.493 -2.370 0.064 -0.14 -0.34 -0.23 0.064
H 3.927 -2.862 0.959 -0.11 0.32 0.02 0.099
H 3.633 -3.678 -0.517 -0.32 0.14 -0.38 0.085
H 4.093 -1.604 -1.803 0.57 -0.26 -0.08 0.152
H 3.442 -0.279 0.748 -0.49 0.18 -0.29 0.127
H 3.485 0.419 -0.949 -0.05 0.20 0.13 0.127
C -7.966 1.619 0.524 -0.25 0.16 0.52 -0.022
C -6.583 1.288 0.013 0.15 0.75 -0.97 -0.349
C -5.495 1.992 0.787 0.13 -0.72 0.17 -0.080
O -5.405 1.102 1.929 -0.06 0.46 0.27 0.044
C -5.807 -0.131 1.541 -0.04 0.03 -0.99 -0.554
O -5.780 -1.107 2.204 0.08 -0.08 0.19 0.183
O -6.235 -0.073 0.224 -0.17 -0.23 1.07 0.068
H -8.613 0.756 0.379 -0.17 0.14 -0.10 0.096
H -8.365 2.502 0.025 -0.05 -0.15 -0.25 0.087
H -7.968 1.885 1.586 0.09 -0.32 0.03 0.093
H -6.556 1.513 -1.053 0.28 -0.31 -0.01 0.156
H -5.773 3.007 1.049 0.16 -0.05 0.44 0.136
H -4.510 1.935 0.324 -0.12 0.32 -0.34 0.129
C -0.822 -4.060 -3.153 0.16 0.66 -0.41 -0.019
C -1.697 -2.920 -2.673 0.13 -0.69 0.24 -0.313
C -2.819 -2.538 -3.647 0.11 0.02 1.49 -0.063
O -3.920 -2.255 -2.761 0.00 -0.08 -0.07 0.053
C -3.702 -2.856 -1.566 0.30 0.34 0.02 -0.570
O -4.479 -2.889 -0.673 -0.16 -0.14 0.06 0.176
O -2.444 -3.356 -1.516 -0.14 -0.01 -0.05 0.067
H -0.054 -4.292 -2.419 -0.15 -0.24 0.12 0.085
H -0.286 -3.714 -4.045 -0.07 -0.09 -0.01 0.094
H -1.422 -4.924 -3.428 0.06 -0.13 0.17 0.090
H -1.055 -2.110 -2.326 -0.20 0.30 -0.33 0.129
H -3.088 -3.435 -4.201 0.04 0.37 -0.66 0.136
H -2.613 -1.613 -4.170 -0.01 -0.29 -0.62 0.137
C 0.455 -0.992 7.447 0.35 -0.43 -0.26 -0.022
C 1.680 -0.494 6.712 0.11 -0.43 0.20 -0.303
C 2.784 -1.557 6.504 0.34 0.68 0.98 -0.094
O 2.903 -1.686 5.100 -0.16 -0.40 0.10 0.082
C 1.940 -0.963 4.497 0.26 -0.16 0.02 -0.564
O 1.682 -1.065 3.340 -0.13 0.32 -0.36 0.150
O 1.343 -0.133 5.363 -0.19 0.09 0.04 0.093
H -0.353 -0.266 7.436 0.04 0.10 0.13 0.088
H 0.758 -1.241 8.466 -0.21 0.13 0.09 0.092
H 0.104 -1.916 6.980 -0.09 0.05 0.00 0.095
H 2.120 0.350 7.240 -0.20 0.33 -0.32 0.149
H 2.587 -2.502 7.012 -0.30 -0.16 -0.43 0.133
H 3.714 -1.182 6.938 0.14 -0.09 -0.36 0.132
```
Positions in Å, forces in eV/Å.